1.
101
Properties=species:S:1:pos:R:3:forces:R:3:mulliken_spin:R:1 method="wB97M-V/def2-TZVPD" lumo_ha="0.0675 / 0.0682" molar_mass_g_mol=762.43 gap_ev="5.767 / 5.801" s2=0.75 total_charge=-1 homo_energy_ev="-3.93 / -3.95" multiplicity=2
Cu 0.388796 0.053858 0.309864 0.3108 -0.0312 0.1514 0.652
C 1.697779 2.775314 -4.922017 0.0102 0.0070 0.0256 0.000
C 2.602319 3.191968 -3.756647 -0.0151 -0.0226 -0.0086 0.000
C 1.980528 2.891269 -2.429138 -0.0465 -0.1210 -0.0494 0.001
C 1.359954 3.743642 -1.574390 0.0064 0.0360 0.1273 0.007
C 1.249934 5.234858 -1.665892 0.0399 -0.0065 0.0348 0.000
C 2.327839 5.955500 -0.846342 -0.0217 -0.0371 -0.0080 0.000
C 0.867104 2.932987 -0.475378 0.0213 0.0144 0.0495 0.003
N 1.169727 1.626438 -0.676019 -0.0466 0.1723 -0.2224 0.074
C 1.865921 1.567724 -1.842594 0.1797 -0.0098 0.0349 0.004
C 2.512808 0.440345 -2.326275 -0.0292 -0.0070 0.0535 0.006
C 2.489292 -0.820176 -1.742035 -0.0934 0.0189 -0.1196 0.004
C 3.300859 -1.948447 -2.161935 -0.0201 0.1013 -0.0312 0.005
C 4.323838 -1.917524 -3.255818 -0.0973 -0.0148 -0.0641 -0.001
C 3.706369 -2.035865 -4.654833 -0.0052 0.0042 0.0210 0.000
C 2.935149 -2.993848 -1.374670 -0.0117 -0.0280 0.1362 0.003
C 1.905452 -2.492099 -0.482506 -0.2300 -0.1005 -0.1522 -0.002
C 1.175681 -3.274402 0.405591 0.0262 0.0356 0.0056 0.009
C 0.224231 -2.807605 1.297578 0.0561 -0.0259 -0.0256 0.008
N -0.070131 -1.497094 1.502950 -0.2033 -0.1686 0.0951 0.076
C -0.982758 -1.460320 2.505341 0.0938 0.0263 0.0868 0.000
C -1.427118 -0.306220 3.132474 0.0261 0.0454 0.0122 0.010
C -1.046130 0.985763 2.809569 -0.1765 -0.0503 -0.0667 -0.003
N -0.324693 1.327498 1.716796 0.0514 0.0697 0.1603 0.072
C -0.272101 2.681717 1.699032 -0.1512 0.0297 -0.1591 -0.004
C 0.229132 3.436199 0.651345 0.0394 -0.0098 0.0315 0.016
C -0.944417 3.232629 2.867213 0.1173 0.0544 -0.0602 0.000
C -1.437195 2.174416 3.554547 0.0182 -0.1272 0.0311 0.002
C -2.192859 2.168107 4.845823 0.0266 -0.0381 0.0080 0.000
C -1.359402 1.658237 6.026337 0.0179 0.0232 -0.0240 0.000
C -0.987466 4.686527 3.219694 0.0112 0.0039 -0.0266 0.000
C 0.367875 5.217578 3.700752 -0.0295 -0.0419 0.0063 0.000
C -1.317383 -2.807361 2.935935 -0.0076 0.0804 0.0222 0.003
C -0.557193 -3.647547 2.190279 0.0515 -0.0035 -0.0928 0.000
C -0.481679 -5.141615 2.259026 0.0640 0.0141 0.0334 0.000
C 0.731539 -5.643591 3.051027 0.0006 0.0133 -0.0081 0.000
C -2.334459 -3.140848 3.981021 -0.0445 0.0244 -0.0390 0.000
C -3.767861 -2.907711 3.490391 0.0135 -0.0159 -0.0102 0.000
N 1.670250 -1.178947 -0.721966 0.1770 0.0507 0.1103 0.059
C 3.503952 -4.378650 -1.333251 0.0065 0.0083 0.0115 0.000
C 4.366290 -4.625280 -0.089941 -0.0019 0.0319 -0.0372 0.000
H 2.153790 3.012984 -5.886043 -0.0026 -0.0071 0.0162 0.000
H 1.498860 1.702715 -4.887706 -0.0095 0.0260 -0.0046 0.000
H 0.735898 3.287630 -4.857962 0.0197 -0.0123 -0.0100 0.000
H 3.563876 2.677729 -3.843506 0.0130 0.0165 0.0027 0.000
H 2.818794 4.260553 -3.825684 0.0129 0.0033 0.0046 0.000
H 1.331099 5.542527 -2.710538 -0.0243 -0.0092 -0.0242 0.000
H 0.260331 5.551766 -1.328271 -0.0104 0.0213 -0.0146 0.000
H 3.321955 5.635568 -1.166104 -0.0191 0.0246 0.0068 0.000
H 2.259250 7.040328 -0.962203 -0.0080 -0.0365 0.0079 0.000
H 2.232618 5.716518 0.214882 0.0111 -0.0020 -0.0291 0.000
H 3.121127 0.564664 -3.215384 0.0042 0.0030 0.0523 -0.001
H 4.899516 -0.991320 -3.187124 0.0356 -0.0006 -0.0190 0.000
H 5.034742 -2.734103 -3.112096 0.0191 0.0027 0.0285 0.000
H 3.058532 -1.184431 -4.873599 0.0068 -0.0374 0.0268 0.000
H 4.479867 -2.083368 -5.425495 -0.0213 0.0129 0.0146 0.000
H 3.094110 -2.937460 -4.724507 0.0287 0.0191 -0.0042 0.000
H 1.363170 -4.342444 0.390996 0.0070 0.0405 0.0277 0.000
H -2.115468 -0.425330 3.961432 0.0558 -0.0051 -0.0081 0.001
H 0.101761 4.510898 0.711060 0.0192 -0.0213 -0.0013 0.000
H -2.536442 3.180507 5.067494 -0.0375 0.0007 -0.0231 0.000
H -3.092176 1.554013 4.738624 0.0047 -0.0016 0.0166 0.000
H -0.460092 2.266753 6.146165 -0.0226 -0.0154 0.0076 0.000
H -1.928711 1.700041 6.957760 0.0056 -0.0122 -0.0080 0.000
H -1.038383 0.628409 5.863284 0.0020 0.0237 0.0031 0.000
H -1.317539 5.266962 2.352712 -0.0021 0.0046 0.0096 0.000
H -1.733216 4.849635 4.000298 -0.0264 0.0060 -0.0167 0.000
H 1.127381 5.095630 2.927045 0.0007 0.0013 0.0146 0.000
H 0.309467 6.276174 3.964792 -0.0021 -0.0155 -0.0118 0.000
H 0.702321 4.661671 4.579356 -0.0003 0.0194 -0.0156 0.000
H -1.391344 -5.528406 2.722877 -0.0306 0.0133 -0.0185 0.000
H -0.454625 -5.552745 1.246594 -0.0083 -0.0297 0.0063 0.000
H 0.753681 -5.185590 4.042221 -0.0110 -0.0286 -0.0176 0.000
H 0.701039 -6.729122 3.173166 0.0151 0.0210 -0.0139 0.000
H 1.666123 -5.383253 2.549707 -0.0330 0.0197 0.0211 0.000
H -2.218391 -4.184049 4.283215 0.0153 -0.0023 0.0245 0.000
H -2.151175 -2.540190 4.877185 -0.0118 -0.0013 0.0040 0.000
H -3.984713 -3.550110 2.634185 0.0058 0.0254 0.0237 0.000
H -4.494615 -3.124582 4.276787 0.0046 0.0041 -0.0099 0.000
H -3.905081 -1.875976 3.162777 0.0022 -0.0310 -0.0006 0.000
H 2.694790 -5.114853 -1.367025 0.0011 0.0067 0.0047 0.000
H 4.107931 -4.548092 -2.227396 -0.0248 -0.0209 -0.0259 0.000
H 3.788304 -4.459554 0.820574 0.0226 -0.0068 -0.0129 0.000
H 4.757027 -5.645595 -0.072351 -0.0112 0.0184 -0.0009 0.000
H 5.210767 -3.932772 -0.073370 -0.0193 -0.0203 0.0136 0.000
O -3.009659 0.485457 0.202951 0.0550 -0.0643 0.0036 0.000
C -2.475385 0.063738 -0.829243 0.0246 0.0467 -0.0053 0.001
O -1.263556 -0.210694 -1.049809 -0.1500 0.0115 -0.0549 -0.002
C -3.396531 -0.162176 -2.035589 0.0085 -0.0297 -0.0212 -0.001
C -4.753287 0.118651 -1.929038 -0.0507 0.0053 0.0011 0.000
C -5.603612 -0.082536 -3.001845 -0.1121 0.0203 -0.0197 0.000
C -5.074277 -0.570559 -4.185233 0.0292 0.0288 0.0069 0.000
C -3.725468 -0.858932 -4.320467 0.0041 -0.0359 -0.1064 0.000
C -2.890166 -0.650482 -3.236144 0.0012 0.0110 0.0053 0.000
N -5.971596 -0.788345 -5.329898 0.0417 -0.0772 0.1466 0.000
O -5.492725 -1.223621 -6.360747 0.0245 0.0180 -0.0587 0.000
O -7.154727 -0.535911 -5.187845 -0.0125 0.0376 -0.0208 0.000
H -5.117459 0.496538 -0.983021 0.0138 -0.0041 0.0010 0.000
H -6.661213 0.128870 -2.941596 0.0084 0.0048 0.0175 0.000
H -3.356359 -1.237919 -5.262509 0.0162 0.0029 0.0184 0.000
H -1.829911 -0.859834 -3.289730 -0.0130 0.0020 -0.0035 0.000

---

2.
99
Properties=species:S:1:pos:R:3:forces:R:3:mulliken_spin:R:1 method="wB97M-V/def2-TZVPD" lumo_ha="0.0173 / 0.0116" molar_mass_g_mol=753.76 gap_ev="7.710 / 7.555" s2=3.77 total_charge=0 e_above_lowest_kj_mol=0.0 homo_energy_ev="-7.24 / -7.24" multiplicity=4
V 0.214107 -0.078024 2.719299 0.1810 -1.3068 2.3704 2.804
C -2.278168 -0.379442 3.853738 -0.0394 -0.7158 -2.1038 0.059
C -2.061990 -0.513097 2.496726 -0.5401 -0.6238 0.9778 0.102
C -2.389473 0.580099 1.519916 -0.4559 0.7397 -0.7041 -0.030
C -1.203378 1.384261 0.927738 -0.4961 0.3585 -0.4213 -0.041
C -0.234596 1.898395 1.944713 0.1441 1.0754 1.3309 0.183
C -0.516861 2.130726 3.289710 0.8483 0.8392 -2.7509 -0.049
C -1.890985 2.192173 3.863069 -0.8328 0.0514 0.8791 -0.019
C -2.441620 0.913886 4.550707 -0.4760 0.9319 0.6941 -0.011
C 2.256827 -0.078786 2.311669 -0.1271 0.1069 0.0429 -0.092
H -2.519529 -1.273006 4.448750 0.9254 0.2253 -0.1601 0.008
H -1.780393 -1.497427 2.047115 -0.7729 0.5124 0.6094 0.029
H -3.077556 1.308891 1.976473 0.2779 -0.6125 -0.2680 -0.006
H -2.972798 0.152255 0.680415 0.3180 0.1042 0.4316 -0.006
H -0.629164 0.842376 0.156183 -0.2571 0.0671 0.2271 -0.001
H -1.668183 2.228119 0.389192 0.2671 -0.0909 -0.0186 0.031
H 0.787856 2.109241 1.592529 -0.6154 0.1426 0.1122 0.031
H 0.240799 2.673156 3.859012 -0.0671 -0.7381 -0.1255 0.002
H -2.613212 2.532369 3.108796 0.3913 0.1217 0.3699 0.002
H -1.866754 2.961817 4.656597 -0.0378 -0.2857 -0.3666 0.005
H -1.980193 0.859099 5.558506 -0.3472 -0.1560 -0.6621 0.001
H -3.519914 1.077868 4.744438 0.2777 -0.0443 0.0112 0.004
H 2.644725 -0.626236 3.188601 0.1625 0.2249 -0.2916 0.009
H 2.456575 0.998379 2.421577 0.5965 -0.2658 -0.0565 0.027
H 2.716030 -0.485277 1.402850 -0.0247 0.1998 0.1163 0.000
P -0.173821 -1.836696 -4.629863 0.3322 -1.0598 0.1255 0.000
P 1.669269 0.399818 -4.926789 1.1663 0.2558 -1.0410 0.000
C -0.934889 -0.295334 -5.179322 0.8583 1.1435 -0.3528 0.000
C -0.026581 0.644148 -5.581018 -0.6277 -1.1822 0.0053 0.000
C -0.673087 -3.047727 -5.958813 -0.4970 0.2333 -0.2602 0.000
C -1.790627 -2.828964 -6.786505 0.0301 -0.4372 0.1129 0.000
C -2.220616 -3.819945 -7.676973 0.1605 -0.0512 -0.1288 0.000
C -1.486608 -5.005050 -7.836624 0.2427 0.3397 0.3810 0.000
C -0.289372 -5.163874 -7.118227 -0.2529 0.0618 -0.1894 0.000
C 0.115546 -4.192344 -6.195282 -0.1678 0.1175 0.2574 0.000
C -1.198096 -2.124656 -3.156988 -0.3964 -0.2668 -0.1465 -0.001
C -0.915875 -1.272314 -2.071144 -0.2766 -0.4668 -0.2303 0.016
C -1.645784 -1.411281 -0.899905 0.0676 -0.1680 -0.0759 -0.083
C -2.669272 -2.354840 -0.808519 0.1167 -0.1459 -0.3260 0.000
C -2.944657 -3.199586 -1.890261 0.0989 0.1600 0.2293 0.000
C -2.203229 -3.095566 -3.069983 0.0783 0.3038 0.5112 0.000
C 2.538575 0.958545 -6.495893 0.2267 0.1243 0.2276 0.000
C 2.430740 0.104875 -7.607923 -0.1005 0.3616 0.0260 0.000
C 2.812637 0.552869 -8.871894 0.1688 0.1842 -0.0997 0.000
C 3.368579 1.828910 -9.045783 -0.2232 -0.1331 0.4148 0.000
C 3.570630 2.632912 -7.918856 0.0407 -0.2121 -0.0439 0.000
C 3.194593 2.192447 -6.644026 -0.3413 -0.2609 -0.4080 0.000
C 1.871121 1.888220 -3.899544 -0.2117 0.1957 0.1383 0.000
C 3.075798 2.030846 -3.185580 -0.2883 0.1795 -0.2299 0.000
C 3.364639 3.249438 -2.570467 -0.1621 0.0134 -0.0122 0.000
C 2.434177 4.295914 -2.620563 0.0110 -0.1459 -0.1812 0.000
C 1.199874 4.112785 -3.254160 0.1318 -0.1446 0.2185 0.000
C 0.900830 2.895822 -3.863884 0.4282 0.2232 0.0512 0.000
H -2.025669 -0.179609 -5.158835 0.3138 0.0419 -0.6774 0.000
H -0.196300 1.442308 -6.320130 -0.3879 0.0711 0.8285 0.000
H -2.324539 -1.876553 -6.729866 0.0043 -0.4454 0.0748 0.000
H -3.133745 -3.666566 -8.260694 0.3624 -0.0137 0.1823 0.000
H -1.829367 -5.786856 -8.524093 0.1667 0.3798 0.2805 0.000
H 0.326660 -6.054526 -7.291422 -0.2413 0.4113 0.1556 0.000
H 1.054604 -4.318846 -5.642301 -0.4371 0.0044 -0.1522 0.000
H -0.134134 -0.510921 -2.157359 -0.1669 -0.2886 0.0420 -0.001
H -1.400933 -0.790132 -0.044760 -0.1225 -0.4012 -0.4184 0.023
H -3.239340 -2.427461 0.113759 0.0264 -0.1013 -0.1202 -0.002
H -3.732538 -3.944848 -1.801519 0.1214 0.1414 -0.0476 0.000
H -2.406421 -3.754940 -3.914952 0.0590 0.1855 0.2143 0.000
H 2.010480 -0.899494 -7.487432 0.0185 0.3729 -0.0629 0.000
H 2.655494 -0.084982 -9.740870 0.1000 0.0705 0.2041 0.000
H 3.628344 2.193973 -10.044630 -0.0786 -0.1767 0.4149 0.000
H 3.999958 3.626615 -8.033766 0.0159 -0.2114 0.0346 0.000
H 3.378814 2.823619 -5.775426 -0.1776 -0.0618 -0.2303 0.000
H 3.783294 1.192544 -3.143150 -0.2452 0.4158 -0.0994 0.000
H 4.324186 3.387717 -2.068020 -0.3354 -0.0267 -0.0781 0.000
H 2.677120 5.259345 -2.172905 -0.0721 -0.2484 -0.0708 0.000
H 0.468720 4.917080 -3.291589 0.1524 -0.0830 0.1181 0.000
H -0.069971 2.737305 -4.339245 0.3804 0.1729 0.0877 0.000
C -1.221881 -0.831557 9.282731 0.0045 -0.0633 0.2425 0.000
C -1.132642 -0.304081 7.851064 -0.0986 -0.0779 -0.3497 -0.002
C 0.336165 -0.061166 7.407253 0.7452 0.8091 0.0382 0.001
C 1.136821 0.771462 8.479974 0.3571 -0.4475 -0.2524 0.000
C 0.408079 1.950253 9.104136 -0.0010 0.3636 -0.4600 0.000
C 1.052399 -1.388925 7.214217 0.4637 -0.4209 1.2065 0.000
O 1.910906 -1.802632 7.976700 -1.0605 -0.0399 -1.0505 0.000
N 0.584490 -2.141738 6.123735 0.5287 -0.1347 0.1077 0.001
C 0.394126 -1.496331 4.907150 0.1155 0.0675 0.0011 0.023
O 0.320183 -2.148688 3.841230 -0.0157 0.8415 0.6605 0.000
N 0.333873 -0.137704 4.881805 0.0739 -0.6155 -0.1759 -0.059
C 0.376141 0.650415 6.006317 0.1182 0.7720 0.0903 0.029
O 0.427024 1.881859 5.918211 -0.1322 -1.4914 0.5653 0.012
H -0.407544 -1.534019 9.514035 -0.1983 0.2081 -0.0877 0.000
H -2.162988 -1.356958 9.469019 0.0590 0.1082 -0.1295 0.000
H -1.167254 0.006226 9.985526 0.0334 -0.4428 -0.0153 0.000
H -1.599097 -1.018633 7.160121 0.0818 0.1056 0.0559 0.001
H -1.700432 0.639154 7.748859 0.3267 -0.3031 0.1051 -0.001
H 1.556704 0.107913 9.259778 -0.4853 0.1091 -0.5015 0.000
H 2.018479 1.171624 7.955736 -0.2011 -0.1042 0.1516 0.000
H -0.498096 1.708807 9.663997 0.1916 -0.0192 -0.1279 0.000
H 1.083701 2.479022 9.784365 -0.1001 -0.0427 -0.1260 0.000
H 0.146552 2.612798 8.277283 -0.1327 0.2504 0.2723 0.000
H 0.942927 -3.093101 6.072462 -0.0435 0.2740 -0.1178 -0.001